[1]
ORCA calculation (ωB97M-V with the def2-TZVPD basis set) on C51H49N4P2S3Y as an isolated structure.

Properties
- Kohn-Sham gap: 6.293 eV
- ΔE to the lowest compared entry with this formula, charge and spin: 32.12 kJ/mol
- Total charge: +2
- E_HOMO: -0.4423 hartree
- Multiplicity: 1

XYZ file:
```
110
Properties=species:S:1:pos:R:3:mulliken_charge:R:1
Y -0.251 0.331 -0.210 -2.1712
C 0.088 1.920 -3.146 -1.0912
P 1.228 2.111 -1.717 2.1408
C 2.840 1.613 -2.368 0.0676
C 3.320 0.339 -2.064 -0.2285
C 4.515 -0.108 -2.610 -0.6347
C 5.239 0.722 -3.453 -0.7146
C 4.766 1.994 -3.759 -0.7858
C 3.568 2.440 -3.223 -0.4554
C 1.352 3.873 -1.326 0.3956
C 2.520 4.346 -0.724 -0.8672
C 2.611 5.670 -0.319 -0.8597
C 1.531 6.529 -0.495 -0.6387
C 0.367 6.065 -1.093 -0.6912
C 0.276 4.742 -1.507 -0.3992
C -0.146 0.443 -3.306 0.0781
C -0.394 -0.259 -4.450 -1.4189
C -0.522 -1.627 -4.074 -1.3097
C -0.338 -1.698 -2.719 -0.2467
C -0.254 -2.933 -1.871 -0.3466
P 1.508 -3.326 -1.441 0.1463
C 1.372 -5.056 -0.869 0.5078
C 0.672 -5.427 0.281 0.2138
C 0.567 -6.762 0.640 -0.6745
C 1.160 -7.742 -0.152 -0.5720
C 1.859 -7.383 -1.296 -0.6228
C 1.970 -6.043 -1.651 -0.5683
C 1.739 -2.526 0.205 0.1473
C 0.788 -1.830 0.964 0.4392
C 1.126 -1.282 2.210 -0.3221
C 2.399 -1.438 2.722 -1.2044
C 3.353 -2.127 1.978 -0.9496
C 3.030 -2.636 0.729 -1.3143
N -0.096 -0.430 -2.216 2.5517
H -0.835 2.472 -2.949 0.4419
H 0.535 2.336 -4.045 0.7785
H 2.747 -0.321 -1.426 0.3268
H 4.875 -1.105 -2.384 0.4837
H 6.173 0.377 -3.879 0.4226
H 5.332 2.639 -4.421 0.4353
H 3.201 3.432 -3.467 0.5141
H 3.375 3.687 -0.609 0.5847
H 3.530 6.039 0.121 0.4753
H 1.608 7.567 -0.190 0.4484
H -0.466 6.740 -1.257 0.5012
H -0.634 4.397 -1.988 0.3571
H -0.471 0.154 -5.448 0.6109
H -0.700 -2.468 -4.735 0.5963
H -0.897 -2.917 -0.982 -0.5708
H -0.582 -3.784 -2.463 1.0057
H 0.214 -4.664 0.907 0.0980
H 0.025 -7.045 1.535 0.4578
H 1.079 -8.786 0.130 0.3984
H 2.324 -8.146 -1.909 0.4263
H 2.523 -5.761 -2.541 0.4244
H -0.278 -1.917 0.725 0.8999
H 0.372 -0.767 2.787 0.3079
H 2.648 -1.029 3.695 0.5362
H 4.352 -2.266 2.374 0.4510
H 3.784 -3.169 0.154 0.4838
C 2.859 2.634 2.576 -1.2304
C 2.189 3.779 2.967 -1.1294
C 0.891 3.977 2.527 -0.8226
C 0.277 3.011 1.742 0.4439
N 0.913 1.874 1.410 1.4052
C 2.184 1.721 1.794 -0.4355
C -1.083 3.223 1.167 0.7984
C -1.880 4.286 1.555 -1.0375
C -3.081 4.499 0.903 -1.6415
C -3.480 3.625 -0.092 -1.0644
C -2.677 2.536 -0.376 0.4235
N -1.491 2.356 0.226 2.0988
C -3.130 1.460 -1.295 0.5119
C -4.033 1.692 -2.312 -0.8423
C -4.485 0.618 -3.065 -1.1543
C -4.035 -0.652 -2.760 -1.2547
C -3.112 -0.800 -1.742 -0.2464
N -2.647 0.233 -1.029 1.0944
H 3.888 2.452 2.860 0.5619
H 2.678 4.529 3.576 0.4922
H 0.382 4.898 2.771 0.4485
H 2.681 0.820 1.461 0.4758
H -1.582 4.946 2.355 0.6018
H -3.710 5.335 1.184 0.5304
H -4.430 3.756 -0.593 0.5714
H -4.371 2.697 -2.528 0.5794
H -5.182 0.776 -3.879 0.4514
H -4.372 -1.519 -3.312 0.5556
H -2.724 -1.777 -1.490 0.2892
C -1.440 -1.035 5.001 -0.2542
C -2.119 0.203 4.415 -1.0975
S -2.168 0.301 2.602 0.8746
C -3.855 -0.179 2.122 -0.6895
C -4.214 -1.661 2.041 -1.1101
S -3.027 -2.670 1.109 0.2097
C -2.513 -3.914 2.333 -1.0412
C -1.558 -3.473 3.442 0.8802
S -2.354 -2.590 4.833 -0.1711
H -1.330 -0.880 6.075 0.5461
H -0.438 -1.175 4.598 -0.0762
H -1.588 1.100 4.738 0.4531
H -3.148 0.285 4.762 0.5315
H -3.974 0.283 1.144 -0.1494
H -4.536 0.330 2.804 0.7961
H -5.184 -1.755 1.552 0.5818
H -4.287 -2.087 3.033 0.4310
H -2.024 -4.676 1.723 0.3215
H -3.413 -4.374 2.745 0.6027
H -0.754 -2.855 3.047 -1.2460
H -1.109 -4.365 3.878 0.6361
```

[2]
ORCA calculation (ωB97M-V with the def2-TZVPD basis set) on one molecule with the formula C4H10N4.

Properties
- Kohn-Sham gap: 9.669 eV
- ΔE to the lowest compared entry with this formula, charge and spin: 273.78 kJ/mol
- SMILES string: [H]/N=C(\N)N1C[C@H]1CN
- E_HOMO: -0.3232 hartree
- Multiplicity: 1

XYZ file:
```
18
Properties=species:S:1:pos:R:3:mulliken_charge:R:1
C -1.751 0.427 -0.104 -0.4159
C -0.342 0.724 0.247 -0.1425
C 0.765 1.836 -0.101 -0.5806
C 1.724 -0.407 -0.297 0.5696
H -2.343 -1.207 0.769 0.2075
H -2.990 -1.221 -0.575 0.2261
H -2.273 0.958 0.707 0.3066
H -2.055 0.903 -1.172 0.3007
H -0.186 0.545 1.329 0.2247
H 0.422 2.614 -0.652 0.2992
H 1.485 2.056 0.644 0.3441
H 1.422 -2.396 0.360 0.1602
H 0.129 -1.524 -0.507 0.2894
H 3.268 -1.067 0.394 0.2070
N -2.123 -1.004 -0.176 -0.5909
N 0.749 0.497 -0.727 -0.2910
N 1.152 -1.625 -0.151 -0.4054
N 2.946 -0.108 0.012 -0.7087
```

[3]
ORCA calculation (ωB97M-V with the def2-TZVPD basis set) on a 3-piece molecular cluster, C4H14N2O2 overall.

Properties
- Kohn-Sham gap: 10.087 eV
- ΔE to the lowest compared entry with this formula, charge and spin: 144.47 kJ/mol
- SMILES string: [H]/N=C/NCCC.O.O
- E_HOMO: -0.3551 hartree
- Multiplicity: 1

XYZ file:
```
22
Properties=species:S:1:pos:R:3:mulliken_charge:R:1
C 2.619 0.612 0.178 -1.0996
C 1.967 -0.643 0.801 -0.3802
C 0.495 -0.272 1.133 -0.4088
N -0.300 -1.531 1.174 -0.3609
C -1.631 -1.309 1.564 0.0498
N -2.564 -1.820 0.878 -0.6504
H 2.129 1.580 0.135 0.3607
H 3.583 0.775 0.676 0.2852
H 2.746 0.461 -0.895 0.2749
H 2.623 -1.054 1.553 0.4128
H 1.945 -1.456 0.065 0.2643
H 0.421 0.048 2.168 0.2927
H 0.090 0.435 0.402 0.0615
H -0.301 -1.998 0.285 0.3114
H -1.901 -0.689 2.424 0.3542
H -3.487 -1.703 1.278 0.2362
H 0.468 2.476 -2.249 0.3107
H -0.597 2.384 -1.253 0.3116
O -0.274 3.003 -1.922 -0.6223
H -2.303 -0.331 -3.155 0.3118
H -2.921 0.551 -2.144 0.3048
O -2.808 0.480 -3.098 -0.6202
```

[4]
ORCA calculation (ωB97M-V with the def2-TZVPD basis set) on a 10-piece molecular cluster, C18H42BF4N4O5 overall.

Properties
- Kohn-Sham gap: 9.386 eV
- ΔE to the lowest compared entry with this formula, charge and spin: 228.68 kJ/mol
- Total charge: -1
- E_HOMO: -0.2600 hartree
- Multiplicity: 1

XYZ file:
```
74
Properties=species:S:1:pos:R:3:mulliken_charge:R:1
B -22.782 -93.221 38.046 1.3347
F -22.236 -93.043 36.710 -0.6603
F -22.101 -94.218 38.710 -0.6367
F -22.650 -91.957 38.838 -0.3288
F -24.168 -93.645 37.955 -0.4842
C -22.780 -96.701 36.273 0.1144
C -22.991 -98.151 36.708 0.0643
N -23.346 -99.168 37.115 -0.4587
H -23.646 -96.069 36.012 0.2908
H -22.495 -96.296 37.267 -0.3389
H -22.107 -96.612 35.493 0.2976
C -21.218 -89.933 36.531 0.2498
C -19.969 -89.034 36.868 0.0646
N -18.961 -88.516 37.220 -0.4836
H -21.662 -89.305 35.741 0.3640
H -20.767 -90.833 36.090 -0.0854
H -21.803 -90.061 37.575 -0.1408
C -24.920 -90.374 37.030 -0.4485
C -24.661 -89.207 38.104 0.3099
N -24.567 -88.336 38.874 -0.5085
H -25.613 -89.915 36.210 0.4009
H -24.053 -91.025 36.876 -0.1421
H -25.596 -90.955 37.472 0.3981
C -19.276 -93.589 34.820 -0.4843
C -19.364 -95.109 34.885 0.4177
N -19.366 -96.265 34.846 -0.5010
H -19.694 -93.279 35.667 -0.1733
H -18.095 -93.330 34.871 0.3010
H -19.488 -93.036 34.006 0.4973
C -25.565 -92.400 42.602 -1.0824
C -25.565 -93.066 41.247 -0.0620
O -25.178 -92.017 40.388 -0.4592
H -24.443 -92.201 43.067 0.0398
H -26.011 -92.977 43.361 0.4694
H -26.049 -91.448 42.465 0.3248
H -26.707 -93.162 41.068 0.2876
H -24.908 -93.962 41.312 0.2281
H -24.478 -92.010 39.865 0.0942
C -24.712 -94.123 33.162 -1.5193
C -24.346 -93.788 34.628 0.7791
O -25.253 -94.248 35.546 -0.6498
H -25.377 -93.502 32.899 0.5470
H -24.869 -95.218 33.006 0.3165
H -23.608 -94.249 32.667 0.2662
H -24.272 -92.634 34.634 0.0154
H -23.451 -94.421 35.039 -0.2383
H -24.912 -94.062 36.455 0.4783
C -22.620 -88.600 42.554 -1.2173
C -22.806 -89.973 41.799 0.0561
O -22.015 -89.974 40.659 -0.4848
H -23.381 -88.368 43.460 0.2643
H -22.762 -87.690 41.816 0.2573
H -21.570 -88.720 42.832 0.3217
H -23.821 -90.258 41.686 0.2077
H -22.385 -90.589 42.410 0.3681
H -22.260 -90.601 40.047 0.3621
C -17.872 -96.109 38.436 -1.6829
C -19.297 -95.870 38.855 0.4065
O -19.370 -94.501 38.897 -0.6059
H -17.269 -95.961 39.231 0.5723
H -17.419 -95.388 37.770 0.3109
H -17.715 -97.113 38.007 0.3470
H -19.430 -96.264 39.787 0.3371
H -19.883 -96.115 38.024 -0.0243
H -20.199 -94.179 38.903 0.2246
C -21.482 -93.697 43.193 -1.3787
C -21.678 -93.646 41.688 0.6978
O -22.084 -94.824 41.219 -0.7065
H -21.145 -92.765 43.532 0.4312
H -20.411 -94.355 43.346 0.2779
H -22.331 -94.096 43.887 0.2287
H -20.847 -93.253 41.213 0.2684
H -22.467 -92.738 41.499 -0.3566
H -22.473 -94.497 40.188 0.4517
```

[5]
ORCA calculation (ωB97M-V with the def2-TZVPD basis set) on C22H13BrF5MoN4O4S2 as an isolated structure.

Properties
- Kohn-Sham gap (spin up / spin down): 7.096 / 7.191 eV
- Total charge: +1
- E_HOMO (spin up / spin down): -0.4163 / -0.4242 hartree
- Multiplicity: 1

XYZ file:
```
52
Properties=species:S:1:pos:R:3:mulliken_charge:R:1
Mo -0.038 0.599 1.037 0.4972
O 3.971 1.248 0.927 -0.5872
C 2.894 0.772 1.127 0.2338
O 1.725 1.409 0.934 -0.4634
C 2.644 -0.623 1.623 0.5286
C 3.577 -1.577 1.979 -0.8792
C 3.111 -2.792 2.469 -0.3972
C 1.743 -3.020 2.590 -0.7327
C 0.882 -2.017 2.192 0.5487
N 1.346 -0.864 1.725 0.7702
C -0.621 -2.018 2.233 0.1325
O -1.298 -2.891 2.679 -0.5824
O -1.085 -0.866 1.707 -0.3994
H 4.631 -1.357 1.880 0.5862
H 3.813 -3.560 2.761 0.4654
H 1.342 -3.947 2.976 0.5542
F -4.040 1.911 -4.422 -0.2972
C -3.092 1.370 -3.670 0.6740
C -3.360 1.025 -2.355 0.1096
F -4.566 1.241 -1.841 -0.3097
C -2.360 0.469 -1.582 -0.1599
F -2.644 0.161 -0.306 -0.2444
C -1.080 0.247 -2.069 0.6026
S 0.211 -0.447 -1.080 -0.3640
C -0.842 0.602 -3.392 0.1415
F 0.379 0.438 -3.912 -0.4592
C -1.826 1.157 -4.191 0.3811
F -1.557 1.500 -5.446 -0.3045
Br 1.912 1.406 4.273 -0.0376
C 0.034 1.537 4.276 0.2639
C -0.578 1.807 5.489 -0.7230
C -1.951 1.960 5.519 -0.1917
C -2.663 1.847 4.335 -0.9708
C -1.969 1.573 3.178 0.0316
N -0.632 1.406 3.129 0.1747
H 0.023 1.897 6.381 0.4369
H -2.454 2.170 6.452 0.4118
H -3.736 1.963 4.303 0.4512
H -2.500 1.461 2.239 0.4198
C -1.421 5.324 -1.584 -0.9170
N -0.377 4.353 -1.880 0.2438
C 0.470 4.425 -2.973 -0.4290
C 1.299 3.364 -2.908 -0.5638
N 0.950 2.665 -1.775 0.5059
C -0.072 3.264 -1.153 0.3873
S -0.872 2.812 0.307 -0.5663
H -2.080 5.419 -2.445 0.3562
H -0.971 6.288 -1.354 0.3488
H -1.995 4.981 -0.728 0.3252
H 0.399 5.222 -3.690 0.4984
H 2.094 3.046 -3.556 0.4933
H 1.363 1.801 -1.445 0.0049
```